a | Computed, not measured: the molecule C8H11NO, with ωB97M-V/def2-TZVPD.

Results
**Frontier orbital gap**: 7.8 eV
**LUMO**: -0.15 eV

Geometry (Å):
C1 -2.002 -0.436 0.526
C2 1.141 -1.686 1.447
C3 1.824 0.368 -2.319
C4 1.246 -0.916 0.320
C5 0.685 0.447 -1.697
C6 -1.759 0.851 1.124
C7 -0.428 1.460 0.853
C8 0.216 -0.274 -0.501
N1 -1.104 -0.683 -0.538
O1 -2.868 -1.207 0.770
H1 1.894 -2.100 2.050
H2 0.173 -1.874 1.813
H3 2.161 1.098 -3.083
H4 2.598 -0.374 -2.138
H5 2.250 -0.538 -0.079
H6 0.020 1.299 -2.048
H7 -2.673 1.568 0.748
H8 -1.931 0.830 2.228
H9 -0.325 2.188 0.069
H10 0.351 1.468 1.583
H11 -1.469 -1.489 -1.129

natural (NBO) population analysis, charges in e, atoms 1 to 4: 0.69 -0.40 -0.39 -0.22

---

b | Computed, not measured: a cluster of 2 separate species, C8H11NO in total, with ωB97M-V/def2-TZVPD.

Results
**Frontier orbital gap**: 9.9 eV
**Structure (SMILES)**: c1ccccc1.CC(N)=O
**LUMO**: 0.84 eV

Geometry (Å):
C1 1.023 0.719 -0.775
C2 2.169 1.401 -0.280
C3 3.125 0.668 0.413
C4 3.023 -0.727 0.676
C5 2.031 -1.370 0.033
C6 1.001 -0.712 -0.682
C7 -2.629 -0.013 -0.087
C8 -4.032 0.092 0.439
H1 0.162 1.168 -1.309
H2 2.207 2.520 -0.265
H3 4.088 1.273 0.644
H4 3.811 -1.330 1.144
H5 1.960 -2.374 0.000
H6 0.154 -1.305 -1.047
H7 -0.850 -0.299 0.880
H8 -1.958 0.723 1.911
H9 -4.515 1.135 0.208
H10 -4.106 0.145 1.516
H11 -4.754 -0.771 0.142
N1 -1.831 0.177 1.018
O1 -2.206 -0.310 -1.171

natural (NBO) population analysis, charges in e, atoms 1 to 4: -0.20 -0.25 -0.20 -0.23

---

It is b that is most stable; the runner-up trails by 0.1007 hartree.

---

a | Computed, not measured: the molecule C17H23N3O3, with ωB97M-V/def2-TZVPD.

Results
**Frontier orbital gap**: 8.5 eV
**Structure (SMILES)**: COc1ccc(N2C[C@H](C(=O)N3CCN(C)CC3)CC2=O)cc1
**LUMO**: 0.66 eV

Geometry (Å):
C1 -1.799 0.888 7.884
H1 -1.497 0.813 8.928
O1 -0.639 0.627 7.133
C2 -0.725 0.671 5.772
C3 0.459 0.425 5.077
C4 0.488 0.447 3.700
C5 -0.672 0.713 2.971
C6 -1.853 0.955 3.665
C7 -1.881 0.939 5.048
H2 -2.817 1.135 5.546
H3 -2.757 1.171 3.122
N1 -0.638 0.721 1.567
C8 -1.532 1.329 0.746
O2 -2.530 1.935 1.064
C9 -1.058 1.136 -0.691
H4 -1.903 0.898 -1.334
C10 0.002 0.035 -0.608
C11 1.167 0.256 -1.570
O3 2.265 0.598 -1.168
N2 0.912 0.092 -2.885
C12 -0.342 -0.326 -3.475
H5 -0.999 0.539 -3.631
C13 -0.081 -1.026 -4.816
N3 1.096 -1.855 -4.671
C14 1.230 -2.867 -5.691
H6 2.104 -3.476 -5.465
H7 0.349 -3.506 -5.681
H8 1.351 -2.445 -6.702
C15 2.299 -1.044 -4.546
C16 1.983 0.279 -3.840
H9 1.677 1.041 -4.566
H10 2.855 0.644 -3.297
H11 3.025 -1.619 -3.965
H12 2.744 -0.821 -5.531
H13 -0.935 -1.662 -5.054
H14 0.022 -0.288 -5.631
H15 -0.843 -1.030 -2.809
H16 -0.449 -0.943 -0.794
C17 0.470 0.120 0.849
H17 0.704 -0.863 1.264
H18 1.367 0.750 0.901
H19 -0.624 2.080 -1.028
H20 1.424 0.266 3.198
H21 1.354 0.221 5.643
H22 -2.186 1.894 7.691
H23 -2.584 0.152 7.682

natural (NBO) population analysis, charges in e, atoms 1 to 4: -0.25 0.20 -0.49 0.29

---

b | Computed, not measured: a structure of composition C17H23N3O3, with ωB97M-V/def2-TZVPD.

Results
**Frontier orbital gap**: 6.4 eV
**LUMO**: -0.56 eV

Geometry (Å):
C1 -5.598 -2.334 -0.471
H1 -5.792 -3.218 -1.131
C2 -4.270 -1.597 -1.228
N1 -3.948 -0.551 -0.482
C3 -3.028 -0.743 0.384
O1 -2.528 -1.650 0.935
C4 -2.932 0.736 1.226
N2 -1.527 1.397 0.705
C5 -1.095 1.240 -0.641
C6 0.491 1.460 -0.639
N3 1.117 0.680 0.101
C7 2.431 0.419 -0.187
C8 3.213 -0.982 0.315
C9 4.571 -0.900 0.292
C10 5.293 -0.078 -0.582
C11 4.587 1.021 -0.859
C12 3.342 1.083 -0.750
H2 2.816 2.079 -1.134
H3 5.349 1.877 -1.600
O2 6.623 -0.100 -0.570
C13 7.296 -1.262 -0.267
H4 7.164 -1.207 1.073
H5 6.962 -2.082 -0.542
H6 8.319 -1.071 -0.298
H7 5.002 -1.702 0.432
H8 2.716 -1.534 0.947
C14 0.498 -0.253 1.231
C15 -0.455 1.127 1.760
H9 -0.011 1.825 2.200
H10 -0.935 0.519 2.755
H11 -0.050 -0.871 0.917
H12 1.181 -0.341 1.885
H13 0.787 1.528 -1.660
H14 0.622 2.387 -0.252
H15 -1.616 1.850 -1.184
H16 -1.173 0.400 -0.893
C16 -3.889 1.687 0.164
C17 -4.534 0.759 -0.407
O3 -5.365 1.036 -1.504
H17 -4.815 2.151 1.109
H18 -3.425 2.483 0.004
H19 -3.146 0.938 2.380
H20 -4.762 -1.402 -2.186
H21 -3.639 -2.527 -1.190
H22 -6.584 -1.570 -0.607
H23 -5.262 -2.707 0.449

natural (NBO) population analysis, charges in e, atoms 1 to 4: -0.61 0.21 -0.25 -0.47

---

c | Computed, not measured: the molecule C17H23N3O3, with ωB97M-V/def2-TZVPD.

Results
**Frontier orbital gap**: 8.6 eV
**Structure (SMILES)**: CCN(CC)CCCNC(=O)c1cc(-c2ccc(O)cc2)on1
**LUMO**: 0.50 eV

Geometry (Å):
C1 -6.205 0.936 -2.384
C2 -5.250 1.310 -1.242
N1 -3.887 1.641 -1.594
C3 -3.612 3.007 -1.976
H1 -2.526 3.112 -2.025
C4 -4.208 3.508 -3.299
H2 -5.282 3.650 -3.218
H3 -3.759 4.464 -3.559
H4 -4.006 2.806 -4.105
H5 -3.967 3.651 -1.164
C5 -3.157 0.623 -2.322
H6 -3.676 -0.328 -2.194
C6 -1.732 0.459 -1.779
C7 -1.762 0.054 -0.305
N2 -0.440 -0.011 0.266
C8 0.171 -1.169 0.579
O1 -0.338 -2.269 0.483
C9 1.555 -0.975 1.085
N3 2.120 0.209 1.160
O2 3.362 0.032 1.653
C10 3.577 -1.279 1.886
C11 2.444 -1.976 1.537
H7 2.245 -3.024 1.584
C12 4.854 -1.702 2.419
C13 5.839 -0.758 2.716
C14 7.058 -1.155 3.224
C15 7.319 -2.504 3.446
C16 6.339 -3.451 3.152
C17 5.123 -3.054 2.645
H8 4.371 -3.794 2.420
H9 6.559 -4.492 3.329
O3 8.502 -2.939 3.943
H10 9.091 -2.192 4.105
H11 7.816 -0.416 3.452
H12 5.637 0.288 2.544
H13 0.100 0.838 0.351
H14 -2.199 -0.941 -0.197
H15 -2.367 0.777 0.249
H16 -1.180 1.395 -1.882
H17 -1.213 -0.305 -2.360
H18 -3.105 0.834 -3.400
H19 -5.205 0.464 -0.546
H20 -5.660 2.164 -0.697
H21 -6.357 1.764 -3.068
H22 -5.819 0.091 -2.949
H23 -7.169 0.655 -1.966

natural (NBO) population analysis, charges in e, atoms 1 to 4: -0.63 -0.20 -0.47 -0.20

---

It is a that is most stable; the runner-up trails by 0.0442 hartree.

---

a | Computed, not measured: a cluster of 2 separate species, CH5NO2 in total, with ωB97M-V/def2-TZVPD.

Results
**Frontier orbital gap**: 10.2 eV
**Structure (SMILES)**: C=[NH+][O-].O
**LUMO**: 0.65 eV

Geometry (Å):
C1 0.736 1.398 1.193
N1 0.000 0.556 0.577
O1 -0.975 -2.401 0.234
O2 -0.100 0.353 -0.639
H1 0.623 1.297 2.273
H2 0.993 2.391 0.889
H3 -0.099 -2.680 -0.195
H4 -0.394 -0.288 1.093
H5 -1.035 -1.569 -0.155

natural (NBO) population analysis, charges in e, atoms 1 to 4: -0.22 -0.02 -0.94 -0.53

---

b | Computed, not measured: a cluster of 2 separate species, CH5NO2 in total, with ωB97M-V/def2-TZVPD.

Results
**Frontier orbital gap (spin up / spin down)**: 6.9 / 6.9 eV
**LUMO (spin up / spin down)**: -1.79 / -1.80 eV

Geometry (Å):
C1 1.009 0.330 0.203
N1 -1.393 -0.738 -0.345
O1 1.088 -0.520 -0.753
O2 -0.501 0.840 0.288
H1 -0.688 1.232 -0.580
H2 -0.681 -1.383 -0.704
H3 -1.566 -1.016 0.624
H4 1.164 -0.019 1.238
H5 1.567 1.275 0.029

natural (NBO) population analysis, charges in e, atoms 1 to 4: 0.24 -0.41 -0.78 -0.54

---

c | Computed, not measured: a cluster of 2 separate species, CH5NO2 in total, with ωB97M-V/def2-TZVPD.

Results
**Frontier orbital gap**: 10.2 eV
**Structure (SMILES)**: O=CO.N
**LUMO**: 0.43 eV

Geometry (Å):
O1 0.961 -0.377 0.502
C1 0.702 -1.676 0.529
O2 1.163 -2.479 -0.209
H1 -0.057 -1.979 1.287
N1 -0.637 1.354 -0.452
H2 0.096 1.918 -0.831
H3 0.195 0.273 0.103
H4 -1.153 1.873 0.252
H5 -1.271 1.093 -1.181

natural (NBO) population analysis, charges in e, atoms 1 to 4: -0.79 0.66 -0.57 0.07

---

It is c that is most stable; the runner-up trails by 0.1055 hartree.

---

a | Computed, not measured: the molecule C2H5N, with ωB97M-V/def2-TZVPD.

Results
**Frontier orbital gap**: 10.8 eV
**Structure (SMILES)**: C1CN1
**LUMO**: 1.34 eV

Geometry (Å):
C1 0.742 -0.259 -0.084
C2 -0.748 -0.233 -0.043
H1 1.208 -0.637 -0.983
H2 1.227 -0.344 0.879
H3 -1.136 -0.498 0.889
H4 -1.341 -0.577 -0.914
H5 0.076 1.607 0.518
N1 -0.029 0.941 -0.262

natural (NBO) population analysis, charges in e, atoms 1 to 4: -0.26 -0.25 0.20 0.19

---

b | Computed, not measured: the molecule C2H5N, with ωB97M-V/def2-TZVPD.

Results
**Frontier orbital gap**: 10.7 eV
**Structure (SMILES)**: [H]/N=C/C
**LUMO**: 1.31 eV

Geometry (Å):
C1 -0.662 -0.180 0.452
C2 0.716 -0.285 -0.075
N1 -1.562 0.089 -0.392
H1 -0.778 -0.311 1.610
H2 0.647 0.170 -1.070
H3 0.874 -1.377 -0.172
H4 1.427 -0.059 0.635
H5 -2.564 0.167 -0.264

natural (NBO) population analysis, charges in e, atoms 1 to 4: 0.17 -0.68 -0.67 0.14

---

c | Computed, not measured: the molecule C2H5N, with ωB97M-V/def2-TZVPD.

Results
**Frontier orbital gap**: 11.0 eV
**Structure (SMILES)**: C1CN1
**LUMO**: 1.22 eV

Geometry (Å):
C1 0.790 -0.156 -0.098
C2 -0.735 -0.410 -0.153
H1 1.480 -0.423 0.789
H2 1.480 -0.153 -1.047
H3 -0.862 -0.768 0.987
H4 -1.391 -0.706 -0.943
H5 -0.634 1.583 0.697
N1 -0.128 1.032 -0.232

natural (NBO) population analysis, charges in e, atoms 1 to 4: -0.26 -0.29 0.20 0.20

---

It is b that is most stable; the runner-up trails by 0.0152 hartree.